No. 1
Here is a molecular structure, C9H21InN3O3 at a distorted geometry from OMol25. Energies are from wB97M-V/def2-TZVPD.

```
37
Properties=species:S:1:pos:R:3:nbo_charge:R:1
In 0.708 0.368 1.542 1.004
C -0.438 -2.830 -1.883 -0.716
C 0.237 -3.104 -0.585 0.665
O 0.704 -2.162 0.087 -0.554
N 0.451 -4.356 -0.130 -0.364
C 1.216 -4.761 1.003 -0.450
H -0.829 -3.718 -2.381 0.265
H 0.299 -2.410 -2.571 0.265
H -1.219 -2.079 -1.782 0.267
H -0.227 -5.052 -0.448 0.442
H 1.420 -5.831 1.011 0.280
H 0.685 -4.549 1.946 0.278
H 2.164 -4.221 1.071 0.259
C 0.925 1.364 -3.387 -0.711
C 1.998 1.012 -2.379 0.669
O 1.700 0.871 -1.185 -0.537
N 3.264 0.843 -2.813 -0.380
C 4.358 0.476 -1.947 -0.434
H 0.421 2.311 -3.228 0.281
H 0.169 0.583 -3.473 0.261
H 1.370 1.378 -4.390 0.247
H 3.433 0.793 -3.815 0.446
H 4.505 -0.614 -2.039 0.267
H 4.125 0.753 -0.925 0.246
H 5.275 0.948 -2.308 0.281
C -2.866 1.754 4.466 -0.740
C -2.565 2.362 3.137 0.668
O -1.655 1.927 2.416 -0.555
N -3.383 3.358 2.691 -0.327
C -3.315 3.952 1.401 -0.447
H -3.002 2.398 5.332 0.283
H -2.040 1.077 4.694 0.259
H -3.720 1.072 4.390 0.280
H -4.122 3.678 3.315 0.450
H -3.134 5.039 1.436 0.305
H -4.330 3.900 0.968 0.295
H -2.583 3.472 0.766 0.251
```

Summary:
- energy above the lowest of the compared OMol25 structures with the same formula, charge and spin (eV) = 1.439
- M (g mol⁻¹) = 334.103
- frontier orbital gap (eV) = 1.9
- charge = +3

---

No. 2
Here is a molecular structure, C38H37N4O5P2PdS4 from OMol25. Energies are from wB97M-V/def2-TZVPD.

```
91
Properties=species:S:1:pos:R:3:mulliken_spin:R:1
Pd -1.222 1.097 0.302 1.097
S -0.292 1.107 2.885 0.297
P 1.442 1.157 1.858 -0.010
C 0.896 1.014 0.214 1.062
P 1.313 1.330 -1.447 0.015
S -0.508 1.375 -2.286 0.244
C 2.344 0.013 -2.108 0.049
C 2.039 -0.559 -3.340 0.007
C 2.822 -1.595 -3.831 0.007
C 3.900 -2.061 -3.093 0.002
C 4.208 -1.493 -1.862 0.001
C 3.430 -0.458 -1.367 -0.015
C 2.255 2.855 -1.591 0.061
C 3.574 2.852 -2.041 0.000
C 4.282 4.045 -2.117 0.000
C 3.682 5.234 -1.729 0.006
C 2.367 5.239 -1.277 0.001
C 1.650 4.056 -1.215 -0.012
C 2.355 2.689 2.046 0.046
C 3.661 2.781 1.558 -0.016
C 4.323 3.997 1.587 0.004
C 3.686 5.121 2.102 0.010
C 2.391 5.031 2.590 -0.002
C 1.719 3.815 2.559 0.001
C 2.533 -0.195 2.306 -0.051
C 2.379 -1.421 1.657 0.036
C 3.158 -2.504 2.034 0.014
C 4.084 -2.367 3.061 0.006
C 4.234 -1.150 3.714 0.001
C 3.459 -0.062 3.341 0.007
H 1.181 -0.206 -3.900 -0.016
H 2.580 -2.048 -4.784 0.000
H 4.500 -2.877 -3.474 0.000
H 5.046 -1.863 -1.285 0.000
H 3.663 -0.024 -0.402 -0.005
H 4.046 1.927 -2.344 0.001
H 5.302 4.043 -2.482 0.000
H 4.238 6.162 -1.790 0.000
H 1.898 6.170 -0.982 0.000
H 0.614 4.059 -0.894 -0.009
H 4.159 1.904 1.159 -0.005
H 5.334 4.070 1.209 0.000
H 4.208 6.069 2.128 0.001
H 1.902 5.906 2.999 0.000
H 0.711 3.730 2.946 0.004
H 1.655 -1.523 0.856 0.026
H 3.047 -3.453 1.524 0.001
H 4.692 -3.214 3.354 0.000
H 4.954 -1.050 4.516 0.000
H 3.575 0.888 3.850 -0.001
O -3.497 1.159 0.362 0.250
N -4.083 2.298 0.331 0.142
C -5.424 2.317 0.076 -0.095
C -6.119 3.488 0.067 0.112
C -5.463 4.700 0.333 -0.074
C -4.125 4.681 0.597 0.077
C -3.392 3.473 0.584 -0.052
S -1.723 3.433 0.848 0.664
H -5.852 1.344 -0.106 -0.002
H -7.179 3.459 -0.144 0.005
H -6.010 5.633 0.331 -0.003
H -3.576 5.588 0.808 -0.001
C -5.961 -5.189 -2.750 0.000
C -5.600 -4.800 -1.317 0.000
S -3.857 -4.992 -1.080 0.000
O -3.180 -3.957 -1.826 0.000
O -3.510 -6.375 -1.278 0.000
C -3.643 -4.636 0.645 0.000
C -2.168 -4.486 0.984 0.001
N -1.551 -3.274 0.426 0.003
C -1.853 -2.011 0.806 -0.020
N -1.204 -1.128 0.059 0.165
C -0.483 -1.831 -0.859 -0.017
C -0.684 -3.148 -0.642 -0.010
N -0.065 -4.223 -1.370 0.000
O -0.257 -5.367 -1.001 0.000
O 0.594 -3.900 -2.336 0.000
C -2.761 -1.677 1.936 -0.002
H -7.032 -5.070 -2.899 0.000
H -5.696 -6.226 -2.948 0.000
H -5.439 -4.556 -3.467 0.000
H -6.089 -5.442 -0.580 0.000
H -5.819 -3.753 -1.103 0.000
H -4.038 -5.502 1.178 0.000
H -4.233 -3.751 0.887 0.000
H -1.613 -5.337 0.608 0.000
H -2.047 -4.458 2.065 0.000
H 0.132 -1.368 -1.611 -0.005
H -2.796 -2.474 2.677 -0.002
H -3.773 -1.480 1.578 0.001
H -2.398 -0.772 2.417 -0.003
```

Summary:
- expectation value of S² = 6.06
- energy above the lowest of the compared OMol25 structures with the same formula, charge and spin (eV) = 0.000
- spin multiplicity = 5
- M (g mol⁻¹) = 926.373
- frontier orbital gap (alpha / beta) (eV) = 7.1 / 5.4
- charge = +1

---

> Which value of energy above the lowest of the compared OMol25 structures with the same formula, charge and spin does entry 1 give?

1.439 eV

---

> Which value of M does entry 1 give?

334.103 g mol⁻¹